A molecular structure, C7H16O2S2Si in a non-equilibrium geometry, computed with ωB97M-V/def2-TZVPD.

```
28
C7H16O2S2Si ωB97M-V/def2-TZVPD
C -3.2618 0.0790 0.0520
C -2.5046 -1.2191 0.1565
C -2.5794 1.1707 0.7915
C -0.0670 -0.1407 0.5036
C 1.8844 0.0767 -2.0040
C 2.5321 -1.4043 0.4985
C 2.6265 1.5925 0.8941
O -0.3170 -2.3256 -0.8556
O -0.7705 1.6647 -1.0966
Si 1.6914 0.1512 -0.0952
S -1.0049 -1.0132 -0.8331
S -0.8837 1.5192 0.3351
H -3.4351 0.4131 -0.9497
H -4.2416 -0.1814 0.3759
H -2.5411 -1.4490 1.2199
H -3.0808 -1.9044 -0.5388
H -3.1220 2.0604 0.3809
H -2.6424 0.9682 1.8567
H -0.2582 -0.5713 1.6827
H 1.7376 -1.0281 -2.2864
H 1.0463 0.4716 -2.6252
H 2.7809 0.5606 -2.4591
H 2.4803 -1.5279 1.5500
H 1.9898 -2.1429 -0.1434
H 3.5804 -1.4032 0.3403
H 3.2350 2.2731 0.2420
H 1.9317 2.2497 1.4762
H 3.1937 1.0603 1.5314
```

Summary:
- 2S+1 = 3
- gap between HOMO and LUMO (spin up / spin down) (eV) = 4.36 / 6.02
- LUMO energy (spin up / spin down) (eV) = 0.47 / -3.12
- highest occupied orbital energy (spin up / spin down) (eV) = -3.89 / -9.14
- energy above the lowest of the compared OMol25 structures with the same formula, charge and spin (kcal per mole) = 12.83

=====

A molecular structure, C7H16O7P2PbS in a non-equilibrium geometry, computed with ωB97M-V/def2-TZVPD.

```
34
C7H16O7P2PbS ωB97M-V/def2-TZVPD
C 3.4301 -1.5137 -0.1140
P 1.8648 -1.1677 0.7905
C 0.8274 -2.6257 0.4812
C 1.1139 0.1589 -0.3295
O 2.0925 1.2284 -0.6228
S 1.2317 2.3434 -1.2676
O 0.9168 2.0389 -2.6202
O 2.0512 3.5780 -1.1281
O 0.0306 2.3182 -0.3745
C -0.1830 0.8586 0.1459
C -1.3437 0.1872 -0.5597
C -2.7142 0.3209 0.1130
C -3.5765 -0.8841 -0.2582
O -3.2006 -1.9482 0.5981
P -0.2925 1.0064 2.0366
O -1.0230 2.4352 2.1925
O 1.2295 1.4930 2.2947
H 4.2150 -0.9503 0.3757
H 3.3534 -1.2088 -1.1578
H 3.6253 -2.5795 -0.0780
H -0.0778 -2.6037 1.0809
H 1.4311 -3.4698 0.8097
H 0.5610 -2.7950 -0.5622
H 0.9068 -0.3427 -1.2785
H -1.1230 -0.8750 -0.6642
H -1.4103 0.6249 -1.5567
H -3.2515 1.2078 -0.2223
H -2.6468 0.3539 1.1983
H -4.6361 -0.6493 -0.2255
H -3.3248 -1.1615 -1.2878
H -3.9370 -2.5425 0.7332
H -1.5033 2.7155 1.4077
H 1.7069 0.7551 2.6945
Pb 3.6562 3.6930 -2.6448
```

Summary:
- gap between HOMO and LUMO (eV) = 3.37
- LUMO energy (eV) = -10.73
- highest occupied orbital energy (eV) = -14.10
- net charge = +2
- energy above the lowest of the compared OMol25 structures with the same formula, charge and spin (kcal per mole) = 14.21

=====

2 unconnected molecules or ions with the total composition C7H16OP in a non-equilibrium geometry, computed with ωB97M-V/def2-TZVPD.

```
25
C7H16OP ωB97M-V/def2-TZVPD
C 0.5045 3.4926 -1.0163
C 0.6326 4.4984 -1.8209
C 0.1824 -2.9692 0.0321
C -1.6400 0.6489 1.7577
C 1.7090 -0.2086 -1.2664
C -0.6040 -1.8660 -0.7029
C -0.2617 0.0927 1.3904
O 0.4181 2.4767 -0.4305
P 0.0903 -0.1861 -0.4680
H -0.2638 4.8317 -2.3741
H -0.7396 0.7362 -1.2460
H 1.5639 5.1338 -1.6891
H -0.1541 -3.9811 -0.1422
H 1.2371 -2.9775 -0.2355
H 0.0759 -2.7369 1.0628
H -1.5959 0.9814 2.8624
H -1.9433 1.6094 1.2064
H -2.3483 -0.1051 1.6644
H 2.1056 -1.2885 -1.4782
H 2.3587 0.5087 -0.6389
H 1.4137 0.4232 -2.1528
H -1.6847 -1.8688 -0.4369
H -0.5993 -1.9859 -1.7806
H -0.1058 -0.7891 1.9729
H 0.5259 0.8805 1.6305
```

Summary:
- gap between HOMO and LUMO (eV) = 10.27
- LUMO energy (eV) = -2.71
- highest occupied orbital energy (eV) = -12.97
- net charge = +1
- energy above the lowest of the compared OMol25 structures with the same formula, charge and spin (kcal per mole) = 16.92

=====

C7H16OSi in the gas phase in a non-equilibrium geometry, computed with ωB97M-V/def2-TZVPD.

```
25
C7H16OSi ωB97M-V/def2-TZVPD
C -2.7544 -2.1186 0.9869
C -2.7198 -1.2248 -0.2296
C -2.3543 0.1550 0.1105
C -1.0993 0.5497 0.2340
O -0.0625 -0.2431 -0.1460
Si 1.4109 0.5311 -0.2910
C 2.7225 -0.7876 -0.4334
C 1.8209 1.5238 1.2544
C 1.5491 1.6127 -1.7777
H -2.7259 -3.1840 0.7477
H -1.9295 -1.9588 1.6564
H -3.6341 -1.9027 1.5751
H -1.9528 -1.5419 -0.9760
H -3.6581 -1.2433 -0.7901
H -3.1217 0.8284 0.4450
H -0.8128 1.5341 0.6013
H 3.5091 -0.5630 -1.1779
H 2.2414 -1.6781 -0.8366
H 3.2161 -1.0472 0.5011
H 2.4667 0.9468 1.9111
H 0.9203 1.7708 1.8326
H 2.2950 2.4535 0.9307
H 2.5527 2.0143 -1.8482
H 0.8569 2.4341 -1.5837
H 1.2636 1.1389 -2.6965
```

Summary:
- SMILES string = CC/C=C\O[Si](C)(C)C
- gap between HOMO and LUMO (eV) = 9.57
- LUMO energy (eV) = 0.90
- highest occupied orbital energy (eV) = -8.67
- energy above the lowest of the compared OMol25 structures with the same formula, charge and spin (kcal per mole) = 2.30

=====

C7H16S in the gas phase in a non-equilibrium geometry, computed with ωB97M-V/def2-TZVPD.

```
24
C7H16S ωB97M-V/def2-TZVPD
C -2.6791 1.0283 -0.3182
C -1.2234 1.2039 0.0921
S -0.3236 -0.1161 0.2054
C -0.7628 -1.3804 1.5133
C -0.6091 -1.2427 -1.1968
C 1.6272 0.4709 -0.5779
C 1.9228 1.8557 -0.0754
C 2.4966 -0.7223 -0.2280
H -2.8677 0.4607 -1.3311
H -3.2581 0.3354 0.4562
H -3.1247 1.9862 -0.2264
H -0.8211 1.9542 0.7937
H -0.5457 -2.3256 1.1030
H -0.1054 -1.1557 2.3513
H -1.8146 -1.2201 1.8009
H -0.2524 -0.6898 -2.0468
H -0.0363 -2.0839 -1.1357
H -1.6690 -1.4483 -1.0581
H 2.0648 1.9090 0.9541
H 2.9530 2.0934 -0.4809
H 1.0643 2.4222 -0.3273
H 3.1273 -1.0683 -0.9571
H 3.0648 -0.7104 0.7901
H 1.7719 -1.5562 -0.1005
```

Summary:
- SMILES string = CC=S(C)(C)=C(C)C
- gap between HOMO and LUMO (eV) = 7.50
- LUMO energy (eV) = 0.65
- highest occupied orbital energy (eV) = -6.85
- energy above the lowest of the compared OMol25 structures with the same formula, charge and spin (kcal per mole) = 170.06

=====

A molecular structure, C7H16Si2 in a non-equilibrium geometry, computed with ωB97M-V/def2-TZVPD.

```
25
C7H16Si2 ωB97M-V/def2-TZVPD
C -0.1883 0.4532 -0.9753
C -0.4420 1.0031 -2.1164
C 0.1219 -0.0256 1.8512
C -3.1566 -0.7310 -0.4464
C -0.5571 -2.6992 0.0088
C 2.7127 -0.0897 0.2333
C 1.3637 2.7455 0.4639
Si -1.2502 -0.9269 -0.0782
Si 1.0378 0.8067 0.4552
H 0.2568 1.8019 -2.4174
H -1.3485 0.7610 -2.8201
H -0.5735 0.4976 2.4122
H 0.4935 -1.0021 2.3188
H -3.4379 -1.4560 -1.2733
H -3.8673 -0.9364 0.3974
H -3.2572 0.3581 -0.5574
H -0.5886 -3.3692 -0.7711
H 0.4619 -2.4165 0.1847
H -0.7690 -3.1313 0.9343
H 2.9362 -0.3488 -0.8325
H 3.5707 0.2658 0.8447
H 2.5656 -0.9996 0.6746
H 0.8728 3.2959 -0.3905
H 0.7174 3.0274 1.2492
H 2.3253 3.1163 0.6501
```

Summary:
- gap between HOMO and LUMO (eV) = 8.81
- LUMO energy (eV) = 0.63
- highest occupied orbital energy (eV) = -8.18
- energy above the lowest of the compared OMol25 structures with the same formula, charge and spin (kcal per mole) = 16.48

=====

3 unconnected molecules or ions with the total composition C7H17B2NO16S3 in a non-equilibrium geometry, computed with ωB97M-V/def2-TZVPD.

```
46
C7H17B2NO16S3 ωB97M-V/def2-TZVPD
C 2.5398 0.9765 0.2966
S 0.9757 1.0418 -0.6499
O 0.8032 2.4136 -1.0793
O 1.0628 0.0878 -1.7278
C -0.3353 0.5299 0.5874
O -0.2993 -0.5756 0.9387
O -1.2515 1.4168 1.0909
C -2.3950 1.6116 0.2267
O -2.0508 1.7230 -1.1699
B -3.5641 0.5113 0.3566
N -3.3596 -0.8061 0.9537
O -4.8552 0.8359 -0.1404
B -3.0441 3.0549 0.6725
O -3.8442 3.0849 1.8149
O -2.7347 4.1750 -0.0913
H 3.2675 0.3304 -0.2286
H 2.9418 1.9994 0.4248
H 2.3424 0.5748 1.3118
H -2.8369 2.0607 -1.6270
H -4.2304 -1.1373 1.3653
H -3.0043 -1.4865 0.2719
H -4.9947 0.3889 -0.9900
H -3.2854 2.8557 2.5757
H -1.7599 4.1707 -0.1444
O 7.4233 3.4494 0.9716
S 7.0866 2.4204 0.0548
O 7.2958 1.0465 0.3377
O 7.7665 2.7687 -1.3639
C 6.7592 2.8636 -2.3755
C 5.5092 3.3117 -1.6461
O 5.5491 2.6173 -0.3947
H 6.6266 1.8737 -2.8184
H 7.0615 3.5676 -3.1480
H 4.5990 3.0694 -2.1909
H 5.5332 4.3844 -1.4390
O -2.8409 -3.4564 -0.4305
S -3.8145 -4.4543 -0.1379
O -5.1189 -4.4379 -0.6922
O -3.9341 -4.5801 1.4635
C -3.6391 -5.9198 1.8684
C -2.6817 -6.4446 0.8181
O -3.1595 -5.8985 -0.4151
H -4.5723 -6.4879 1.8745
H -3.2042 -5.9287 2.8656
H -2.6646 -7.5312 0.7754
H -1.6680 -6.0717 0.9838
```

Summary:
- SMILES string = CS(=O)(=O)C(=O)O[C@@](O)(B(N)O)B(O)O.O=S1(=O)OCCO1.O=S1(=O)OCCO1
- gap between HOMO and LUMO (eV) = 9.61
- LUMO energy (eV) = 0.26
- highest occupied orbital energy (eV) = -9.35
- energy above the lowest of the compared OMol25 structures with the same formula, charge and spin (kcal per mole) = 0.00

=====

C7H17F2N3 in the gas phase in a non-equilibrium geometry, computed with ωB97M-V/def2-TZVPD.

```
29
C7H17F2N3 ωB97M-V/def2-TZVPD
N -1.5764 -1.8057 -0.6262
C -2.6782 -0.9266 -0.1640
C -2.2834 0.2454 0.6962
C -1.8948 1.5002 -0.0826
N -0.7108 1.0352 -0.8402
C 0.5633 1.4575 -0.1591
F 0.6033 2.8478 0.1908
F 1.4412 1.3351 -1.1772
C 0.9723 0.6505 0.9957
C 1.4080 -0.8980 0.7765
C 2.5078 -1.1675 -0.2937
N 3.7973 -0.4627 0.0209
H -1.1350 -1.2002 -1.4435
H -1.9477 -2.6261 -1.1299
H -3.4079 -1.4556 0.5216
H -3.4122 -0.5079 -0.8458
H -3.2515 0.4857 1.2191
H -1.5280 -0.0407 1.4184
H -1.6470 2.3381 0.4687
H -2.6546 1.7124 -0.9172
H -0.5719 1.7319 -1.6288
H 1.8156 1.2391 1.5375
H 0.1466 0.4768 1.7656
H 1.8564 -1.0738 1.8230
H 0.5463 -1.5404 0.6326
H 2.5933 -2.3470 -0.3248
H 2.2404 -0.7645 -1.3418
H 4.5991 -0.6910 -0.7182
H 3.6084 0.4519 -0.3736
```

Summary:
- SMILES string = NCCCNC(F)(F)CCCN
- gap between HOMO and LUMO (eV) = 10.35
- LUMO energy (eV) = 0.95
- highest occupied orbital energy (eV) = -9.41
- energy above the lowest of the compared OMol25 structures with the same formula, charge and spin (kcal per mole) = 55.99

=====

2 unconnected molecules or ions with the total composition C7H17F3NO8PS3 in a non-equilibrium geometry, computed with ωB97M-V/def2-TZVPD.

```
40
C7H17F3NO8PS3 ωB97M-V/def2-TZVPD
C 0.4500 4.0419 2.8386
C -0.6583 2.8983 2.7322
C -1.5430 3.1928 1.4510
C -1.8476 1.7987 0.7408
O -0.6968 1.5257 -0.1194
P -0.0535 0.0335 0.1106
O 0.1049 -0.4267 1.6824
C -0.9314 -1.3724 2.1085
C -0.4756 -2.8680 2.1097
C 0.3107 -3.2782 3.4310
S 1.9646 0.1524 -0.6917
O 2.3585 -1.0997 -1.3520
O 1.8852 1.2485 -1.6869
F 2.9998 0.6633 0.4651
H 0.9153 4.1417 1.8218
H 1.2427 3.7922 3.5790
H -0.0902 4.9827 3.0969
H -1.3010 2.8435 3.6432
H -0.0906 1.9382 2.6509
H -0.9609 3.8045 0.7126
H -2.5228 3.6529 1.7105
H -2.0098 1.0517 1.5560
H -2.7899 1.8340 0.1331
H -0.6954 -1.0010 -0.6490
H -1.2156 -1.0731 3.1540
H -1.8551 -1.2405 1.4866
H -1.4208 -3.4800 2.1376
H 0.0749 -3.1847 1.1883
H -0.1659 -2.8225 4.3315
H 0.2396 -4.3877 3.5654
H 1.3624 -2.9172 3.3638
N 1.2696 -1.4539 -4.8996
S 1.7987 -2.2428 -6.1619
O 1.9994 -1.4760 -7.3640
O 1.3361 -3.5962 -6.3276
F 3.3052 -2.4811 -5.6850
S -0.2271 -1.0085 -5.0593
O -0.6378 -0.0333 -4.0695
O -1.2066 -2.0224 -5.3521
F -0.2220 -0.1305 -6.3833
```

Summary:
- gap between HOMO and LUMO (eV) = 5.58
- LUMO energy (eV) = -3.05
- highest occupied orbital energy (eV) = -8.63

=====

no.,total energy (hartree)
1,-1512.3830
2,-2076.0768
3,-692.5970
4,-641.0831
5,-674.2175
6,-855.2096
7,-2779.8297
8,-640.8451
9,-2768.9300